Here is C24H66O14 as an isolated structure in a non-equilibrium geometry from OMol25. Energies are from ωB97M-V with the def2-TZVPD basis set.

```
104
Properties=species:S:1:pos:R:3:mulliken_charge:R:1
C -0.009 0.154 1.583 1.226
C 0.983 -0.359 0.505 -0.608
O 2.175 -0.463 0.811 -0.381
C 0.439 -0.483 -0.950 0.636
H -0.919 -0.444 1.540 -0.833
H -0.132 1.215 1.364 0.274
H 0.511 0.012 2.531 0.029
H -0.379 0.225 -1.082 -0.185
H 0.182 -1.538 -1.047 -1.121
H 1.211 -0.181 -1.658 -0.755
C 2.132 -0.704 -3.661 -1.571
C 2.429 -2.033 -3.004 0.900
O 1.481 -2.790 -2.594 -0.508
C 3.912 -2.374 -2.639 -1.266
H 1.494 -0.964 -4.506 0.399
H 3.101 -0.314 -3.973 0.429
H 1.709 -0.001 -2.945 0.925
H 4.510 -1.467 -2.554 0.401
H 4.302 -2.946 -3.481 0.462
H 3.946 -3.035 -1.772 0.202
C 2.271 1.870 -1.624 -0.880
C 1.018 1.836 -2.579 1.406
O 0.365 0.801 -2.574 -0.682
C 0.511 3.035 -3.336 -1.861
H 1.969 1.353 -0.713 -0.857
H 2.599 2.900 -1.483 0.593
H 2.966 1.198 -2.127 0.571
H 1.313 3.524 -3.888 0.538
H 0.109 3.816 -2.691 0.352
H -0.283 2.824 -4.053 0.261
C -4.386 0.055 -0.848 -1.206
C -3.389 0.039 0.312 1.190
O -2.359 -0.578 0.321 0.498
C -3.675 0.989 1.454 -1.414
H -4.657 1.061 -1.168 0.352
H -5.344 -0.420 -0.635 0.491
H -3.834 -0.557 -1.560 -0.083
H -2.831 1.057 2.140 -0.189
H -4.518 0.563 1.998 0.547
H -3.982 2.010 1.225 0.329
C 2.367 2.659 3.399 -1.345
C 1.134 2.954 2.531 0.926
O 0.274 2.066 2.248 -0.422
C 1.025 4.361 1.986 -1.377
H 2.432 1.575 3.492 0.108
H 2.046 3.052 4.363 0.453
H 3.260 3.240 3.166 0.476
H 1.997 4.630 1.572 0.397
H 0.947 5.118 2.766 0.348
H 0.212 4.537 1.281 0.299
C 0.081 -4.191 -0.966 -0.213
O 1.097 -3.351 -0.573 -0.379
H -0.155 -4.686 -0.024 0.315
H -0.766 -3.546 -1.205 -0.024
H 0.517 -4.751 -1.793 0.383
H 1.464 -2.834 -1.293 -0.276
C -1.789 -2.723 1.652 -0.615
O -1.928 -3.723 0.615 -0.795
H -0.763 -2.425 1.869 0.319
H -2.344 -1.818 1.406 0.248
H -2.146 -3.034 2.634 0.500
H -1.880 -3.235 -0.210 -0.053
C 3.696 1.980 0.594 -0.221
O 4.395 1.561 1.756 -0.593
H 2.785 1.390 0.499 0.348
H 3.425 3.008 0.835 0.274
H 4.382 2.069 -0.248 0.501
H 4.626 0.637 1.633 0.330
C -1.891 2.106 -1.185 1.568
O -3.149 2.706 -1.622 -0.780
H -1.003 2.184 -1.813 -0.478
H -1.670 2.558 -0.218 0.199
H -2.010 1.044 -0.971 -0.942
H -3.492 2.315 -2.429 0.460
C -1.911 0.380 -3.360 -0.281
O -3.119 0.945 -2.993 -0.681
H -1.401 -0.129 -2.542 0.541
H -2.102 -0.280 -4.206 0.428
H -1.228 1.135 -3.751 -0.077
H -3.796 0.278 -2.855 0.440
C -0.204 0.531 4.321 -0.870
O -1.102 0.880 3.248 -1.039
H 0.729 0.243 3.838 0.182
H -0.278 1.359 5.027 0.211
H -0.545 -0.424 4.722 0.520
H -0.781 1.636 2.752 0.862
C -3.099 -0.731 4.172 -0.786
O -1.838 -1.135 3.597 -0.687
H -3.766 -0.745 3.311 0.100
H -3.495 -1.382 4.952 0.336
H -2.999 0.283 4.560 0.241
H -1.391 -0.346 3.282 0.912
C -1.969 -2.369 -2.105 -1.027
O -2.562 -2.523 -0.890 -0.641
H -2.555 -1.654 -2.682 0.724
H -1.051 -1.821 -1.890 0.351
H -1.812 -3.333 -2.588 0.462
H -2.523 -1.675 -0.441 0.910
C 3.681 -2.554 1.343 -1.001
O 2.893 -2.199 0.229 -0.035
H 4.565 -3.076 0.977 0.295
H 4.112 -1.635 1.740 0.137
H 3.040 -3.085 2.046 0.267
H 2.389 -2.894 -0.201 0.660
```

Properties
* energy above the lowest of the compared OMol25 structures with the same formula, charge and spin: 18.845 eV
* net charge: 0
* E: -2006.395886 Eh
* E_HOMO: -7.23 eV
* orbital gap: 7.4 eV
* LUMO level: 0.150 eV